Here is 3 unconnected molecules or ions with the total composition C24H49N2O10P2 at a distorted geometry from OMol25. Energies are from ωB97M-V/def2-TZVPD.

Computed properties:
**Total charge**: -1
**Spin multiplicity**: 1
**E_HOMO**: -4.6 eV

CARTESIAN COORDINATES (ANGSTROEM)
N  1.87  -4.58  2.39
C  2.09  -3.20  1.90
C  2.79  -3.18  0.52
C  1.80  -3.01  -0.63
C  1.52  -1.54  -1.04
C  1.96  -0.46  -0.03
C  1.04  0.80  -0.12
C  0.45  1.12  1.27
C  -0.97  1.76  1.18
C  -2.01  1.00  2.02
C  -2.76  -0.10  1.26
C  -1.81  -1.08  0.55
C  -2.51  -2.41  0.22
C  -2.65  -3.30  1.45
N  -2.88  -4.70  1.09
C  -2.66  -5.74  1.94
C  -2.96  -6.89  1.25
C  -3.40  -6.53  -0.04
C  -3.35  -5.16  -0.09
C  2.93  -2.35  2.89
O  4.09  -2.74  3.12
O  2.38  -1.31  3.34
H  2.01  -4.56  3.40
H  0.87  -4.76  2.31
H  1.15  -2.65  1.79
H  3.29  -4.14  0.42
H  3.58  -2.43  0.49
H  0.88  -3.57  -0.43
H  2.23  -3.51  -1.51
H  0.46  -1.46  -1.31
H  2.06  -1.35  -1.98
H  1.93  -0.77  1.00
H  2.95  -0.11  -0.34
H  0.24  0.58  -0.82
H  1.59  1.69  -0.42
H  1.12  1.77  1.83
H  0.34  0.21  1.86
H  -0.92  2.78  1.57
H  -1.27  1.84  0.13
H  -1.58  0.62  2.94
H  -2.77  1.74  2.32
H  -3.41  0.34  0.50
H  -3.34  -0.68  1.98
H  -0.89  -1.28  1.10
H  -1.54  -0.66  -0.42
H  -3.46  -2.23  -0.27
H  -1.84  -2.93  -0.47
H  -3.40  -2.94  2.16
H  -1.69  -3.28  1.97
H  -2.31  -5.69  2.96
H  -2.89  -7.91  1.60
H  -3.71  -7.18  -0.85
H  -3.61  -4.56  -0.94
C  3.66  4.25  -1.02
O  4.77  3.46  -0.61
P  4.67  2.70  0.83
O  3.29  2.94  1.31
O  5.77  3.67  1.56
C  6.70  4.49  0.85
O  5.20  1.39  1.55
C  4.72  1.09  2.88
H  3.91  4.65  -2.01
H  2.75  3.66  -1.10
H  3.50  5.08  -0.33
H  6.28  5.48  0.69
H  7.00  4.06  -0.10
H  7.59  4.59  1.47
H  3.69  0.73  2.85
H  4.80  1.97  3.52
H  5.34  0.29  3.27
C  -6.13  2.31  -3.38
O  -4.78  2.10  -3.79
P  -3.63  3.07  -3.19
O  -4.30  3.92  -2.19
O  -3.37  3.85  -4.61
C  -3.76  3.34  -5.88
O  -2.07  3.07  -2.80
C  -1.54  4.24  -2.18
H  -6.72  1.54  -3.87
H  -6.24  2.20  -2.30
H  -6.47  3.29  -3.70
H  -4.75  3.70  -6.13
H  -3.75  2.25  -5.92
H  -3.05  3.72  -6.62
H  -1.87  4.31  -1.15
H  -1.81  5.14  -2.74
H  -0.45  4.14  -2.18

Here are the Löwdin charges for atoms 1 to 2, given in e: 0.0530 -0.3396


Here is 3 unconnected molecules or ions with the total composition C24H49N3O5P at a distorted geometry from OMol25. Energies are from ωB97M-V/def2-TZVPD.

Computed properties:
**⟨S²⟩**: 2.29
**Total charge**: -1
**Spin multiplicity**: 3
**E_HOMO (alpha / beta)**: -1.9 / -1.9 eV

CARTESIAN COORDINATES (ANGSTROEM)
C  -0.40  6.28  1.04
C  -1.41  5.16  0.86
C  -1.37  4.32  -0.54
N  -2.62  3.50  -0.78
C  -3.89  4.28  -0.54
C  -4.58  3.68  0.82
C  -6.11  4.26  1.11
P  -0.01  2.96  -0.22
O  1.46  3.55  -0.21
O  -0.38  2.35  1.41
O  -0.21  1.57  -1.28
H  -0.73  7.38  1.31
H  0.73  5.95  0.87
H  -2.11  4.97  1.78
H  -2.61  2.58  -0.30
H  -3.78  5.45  -0.57
H  -4.63  4.00  -1.43
H  -3.94  3.79  1.80
H  -4.70  2.51  0.65
H  -6.13  5.29  1.67
H  -6.70  3.42  1.72
H  -6.64  4.30  0.05
H  0.40  2.50  2.01
H  -0.49  0.78  -0.68
C  1.27  -0.41  -2.77
C  2.67  0.07  -3.24
C  2.58  0.56  -4.71
C  2.43  -0.59  -5.71
C  3.55  -1.60  -5.54
C  3.71  -2.12  -4.08
N  3.69  -1.01  -3.06
O  4.96  -0.40  -3.08
C  2.59  -3.14  -3.76
C  5.01  -2.99  -4.01
C  2.94  1.31  -2.32
H  0.56  0.42  -2.77
H  0.82  -1.16  -3.42
H  1.31  -0.81  -1.75
H  3.47  1.14  -4.98
H  1.73  1.25  -4.83
H  1.45  -1.07  -5.59
H  2.45  -0.19  -6.73
H  3.38  -2.44  -6.22
H  4.49  -1.13  -5.87
H  2.54  -3.36  -2.69
H  2.76  -4.09  -4.28
H  1.60  -2.82  -4.09
H  5.90  -2.44  -4.33
H  4.94  -3.85  -4.68
H  5.18  -3.37  -3.00
H  3.03  1.01  -1.27
H  2.12  2.03  -2.39
H  3.85  1.86  -2.60
C  1.10  -2.98  3.20
C  0.22  -1.70  3.14
C  0.07  -1.12  4.57
C  -0.86  -1.94  5.45
C  -2.22  -2.13  4.79
C  -2.13  -2.70  3.35
N  -1.10  -2.01  2.50
O  -1.65  -0.78  2.09
C  -1.83  -4.22  3.40
C  -3.56  -2.64  2.72
C  1.10  -0.72  2.29
H  2.12  -2.74  3.53
H  0.75  -3.73  3.91
H  1.19  -3.45  2.22
H  -0.32  -0.09  4.52
H  1.05  -1.04  5.06
H  -0.41  -2.92  5.68
H  -0.99  -1.44  6.42
H  -2.83  -2.78  5.42
H  -2.72  -1.15  4.77
H  -1.56  -4.60  2.41
H  -2.70  -4.79  3.74
H  -1.04  -4.48  4.11
H  -3.99  -1.63  2.72
H  -4.27  -3.26  3.30
H  -3.56  -3.02  1.69
H  1.21  -1.09  1.26
H  2.10  -0.62  2.71
H  0.68  0.29  2.24

Here are the Löwdin charges for atoms 1 to 2, given in e: -0.0181 -0.1617


Here is 3 unconnected molecules or ions with the total composition C24H49N6O5P3S at a distorted geometry from OMol25. Energies are from ωB97M-V/def2-TZVPD.

Computed properties:
**Structure (SMILES)**: C#C[C@@](Cc1cccc(C)c1)(OC(=O)S)[PH2]=O.CN(C)P(=O)(N(C)C)N(C)C.CN(C)P(=O)(N(C)C)N(C)C
**Total charge**: 0
**Spin multiplicity**: 1
**E_HOMO**: -7.7 eV

CARTESIAN COORDINATES (ANGSTROEM)
C  4.24  -1.82  3.22
C  3.87  -0.68  2.96
C  3.40  0.77  2.50
C  2.32  0.55  1.36
C  0.87  0.15  1.85
C  0.57  -0.92  2.87
C  -0.87  -1.17  3.25
C  -2.03  -0.41  2.64
C  -1.70  0.64  1.62
C  -2.85  1.51  0.93
C  -0.28  0.91  1.21
O  2.94  1.43  3.70
C  2.34  2.68  3.46
O  2.91  3.66  3.04
S  0.53  2.91  3.87
P  4.94  1.56  1.70
O  5.64  2.48  2.70
H  4.67  -2.85  3.20
H  2.25  1.48  0.71
H  2.68  -0.30  0.68
H  1.38  -1.52  3.35
H  -1.13  -1.95  4.03
H  -3.09  -0.65  2.96
H  -3.76  1.39  1.60
H  -3.04  1.22  -0.14
H  -2.48  2.59  0.93
H  -0.06  1.69  0.41
H  -0.04  3.28  2.66
H  4.52  2.25  0.51
H  5.88  0.55  1.35
O  5.10  2.05  -2.40
P  5.84  2.10  -3.75
N  6.39  3.72  -3.57
C  5.56  4.91  -3.64
C  7.46  3.90  -2.59
N  4.43  1.86  -4.72
C  3.45  2.90  -4.98
C  3.72  0.64  -4.36
N  6.75  2.06  -5.29
C  7.99  1.29  -5.19
C  6.90  3.16  -6.21
H  6.19  5.80  -3.67
H  4.88  4.99  -2.79
H  4.99  4.96  -4.56
H  8.42  4.04  -3.11
H  7.57  3.02  -1.94
H  7.30  4.75  -1.92
H  3.12  3.40  -4.06
H  2.57  2.50  -5.48
H  3.85  3.65  -5.67
H  3.08  0.77  -3.47
H  4.42  -0.18  -4.15
H  3.09  0.30  -5.19
H  8.78  1.85  -4.67
H  8.36  0.99  -6.17
H  7.82  0.36  -4.62
H  7.64  3.89  -5.87
H  5.96  3.67  -6.40
H  7.24  2.78  -7.18
O  -6.00  -2.23  3.70
P  -6.24  -3.03  2.41
N  -7.80  -2.38  2.13
C  -9.00  -2.68  2.90
C  -7.82  -0.99  1.67
N  -6.16  -4.58  3.16
C  -7.24  -5.14  3.96
C  -4.90  -4.79  3.87
N  -6.44  -3.92  0.87
C  -5.66  -3.34  -0.22
C  -7.67  -4.49  0.38
H  -9.88  -2.27  2.39
H  -8.96  -2.26  3.91
H  -9.20  -3.75  2.95
H  -8.04  -0.95  0.60
H  -6.85  -0.51  1.83
H  -8.56  -0.38  2.20
H  -7.59  -4.44  4.73
H  -6.93  -6.06  4.46
H  -8.08  -5.44  3.33
H  -4.91  -4.32  4.86
H  -4.06  -4.38  3.30
H  -4.70  -5.86  3.99
H  -6.13  -2.44  -0.62
H  -5.52  -4.06  -1.04
H  -4.66  -3.07  0.13
H  -8.34  -3.74  -0.05
H  -8.21  -5.04  1.15
H  -7.45  -5.22  -0.41

Here are the Löwdin charges for atoms 1 to 2, given in e: 0.1054 -0.0965


Here is a molecular structure, C24H50AsCuF9NO11 at a distorted geometry from OMol25. Energies are from ωB97M-V/def2-TZVPD.

Computed properties:
**⟨S²⟩**: 0.75
**ΔE to the lowest compared entry with this formula, charge and spin**: 0.000 eV
**Total charge**: +1
**Spin multiplicity**: 2
**E_HOMO (alpha / beta)**: -11.2 / -11.2 eV

CARTESIAN COORDINATES (ANGSTROEM)
Cu  -1.27  -2.74  -1.55
As  2.08  -1.76  0.19
F  2.25  -0.64  -1.10
F  1.23  -0.55  1.08
F  1.88  -2.81  1.53
F  2.86  -2.92  -0.80
F  3.60  -1.25  0.79
F  0.53  -2.35  -0.47
C  6.50  -0.69  0.07
C  7.66  -1.29  -0.55
N  8.60  -1.70  -1.06
H  5.55  -0.82  -0.43
H  6.74  0.37  0.19
H  6.29  -1.11  1.06
C  0.99  -1.77  -4.01
O  0.12  -1.46  -2.93
C  0.03  -0.08  -2.71
C  -0.76  0.32  -1.45
O  -1.77  -0.64  -1.08
C  -2.52  -0.26  0.08
C  -2.05  -0.67  1.44
O  -1.81  -2.06  1.48
C  -1.48  -2.41  2.83
H  0.61  -1.34  -4.95
H  1.07  -2.84  -4.14
H  1.97  -1.31  -3.85
H  -0.47  0.39  -3.57
H  1.01  0.36  -2.57
H  -1.15  1.33  -1.60
H  -0.02  0.45  -0.65
H  -3.55  -0.59  -0.04
H  -2.48  0.83  0.16
H  -2.92  -0.50  2.10
H  -1.21  -0.10  1.83
H  -2.36  -2.24  3.46
H  -0.60  -1.83  3.13
H  -1.24  -3.45  2.89
C  0.24  2.25  1.89
O  -0.62  2.64  0.86
C  -1.73  3.43  1.24
C  -2.62  2.87  2.31
O  -1.93  2.80  3.58
C  -2.80  2.90  4.66
C  -3.20  4.33  5.01
O  -4.02  4.91  4.01
C  -3.64  6.22  3.59
H  1.16  1.84  1.47
H  -0.20  1.51  2.57
H  0.52  3.05  2.59
H  -2.31  3.61  0.33
H  -1.34  4.40  1.58
H  -2.87  1.80  2.13
H  -3.57  3.38  2.39
H  -2.35  2.51  5.58
H  -3.69  2.28  4.49
H  -2.26  4.86  5.19
H  -3.80  4.26  5.93
H  -4.09  6.96  4.26
H  -4.02  6.33  2.57
H  -2.56  6.35  3.49
C  -3.80  -1.05  -3.12
O  -2.63  -1.85  -3.24
C  -2.47  -2.47  -4.51
C  -2.07  -3.89  -4.31
O  -1.06  -3.91  -3.29
C  -0.41  -5.19  -3.26
C  0.57  -5.26  -2.13
O  -0.17  -4.84  -1.01
C  0.49  -5.13  0.25
H  -3.95  -0.73  -2.09
H  -4.71  -1.58  -3.40
H  -3.69  -0.16  -3.74
H  -1.78  -1.90  -5.16
H  -3.41  -2.35  -5.07
H  -1.76  -4.40  -5.22
H  -2.94  -4.43  -3.91
H  0.08  -5.44  -4.21
H  -1.17  -5.98  -3.20
H  1.33  -4.49  -2.33
H  0.95  -6.28  -2.10
H  0.28  -6.17  0.53
H  0.10  -4.45  0.98
H  1.57  -5.01  0.21
C  4.24  2.10  2.32
C  4.49  3.25  1.36
O  3.88  2.95  0.08
C  2.78  3.57  -0.21
O  2.21  4.34  0.47
C  2.30  3.24  -1.63
F  2.11  4.37  -2.33
F  3.16  2.51  -2.29
F  1.13  2.61  -1.57
H  4.61  1.16  1.88
H  3.18  1.88  2.45
H  4.64  2.20  3.33
H  5.54  3.28  1.07
H  4.17  4.16  1.86

Here are the Löwdin charges for atoms 1 to 2, given in e: 1.0216 0.7281


Here is 6 unconnected molecules or ions with the total composition C24H50BBrClNO17P2S at a distorted geometry from OMol25. Energies are from ωB97M-V/def2-TZVPD.

Computed properties:
**Structure (SMILES)**: NP(O)[C@]1(Cl)CS(=O)(=O)O[C@@H](P(O)Br)[C@H]1B(O)O.CCOC(C)=O.CCOC(C)=O.CCOC(C)=O.CCOC(C)=O.CCOC(C)=O
**ΔE to the lowest compared entry with this formula, charge and spin**: 1.599 eV
**Total charge**: 0
**Spin multiplicity**: 1
**E_HOMO**: -9.0 eV

CARTESIAN COORDINATES (ANGSTROEM)
N  -1.20  3.08  -1.50
P  -1.29  1.35  -1.52
O  -1.05  0.90  -3.12
C  0.19  0.64  -0.53
Cl  1.56  1.87  -0.60
C  0.66  -0.75  -1.09
S  -0.51  -2.02  -0.43
O  0.16  -2.97  0.47
O  -1.02  -2.75  -1.62
O  -1.81  -1.26  0.22
C  -1.47  -0.34  1.27
P  -1.38  -1.26  2.94
O  -1.43  -0.07  4.14
Br  -3.38  -2.34  3.03
C  -0.20  0.57  1.00
B  1.10  0.25  1.93
O  1.71  -0.99  2.06
O  1.71  1.33  2.61
H  -0.33  3.41  -1.90
H  -1.34  3.45  -0.56
H  -1.76  0.30  -3.33
H  1.68  -0.95  -0.74
H  0.59  -0.69  -2.19
H  -2.33  0.34  1.36
H  -1.58  0.81  3.78
H  -0.50  1.61  1.26
H  1.90  -1.13  3.00
H  1.05  2.00  2.77
O  -3.31  2.39  -3.17
C  -4.07  2.29  -4.09
O  -3.60  1.88  -5.28
C  -4.44  1.54  -6.40
C  -4.81  2.77  -7.20
C  -5.52  2.69  -3.97
H  -5.32  0.98  -6.07
H  -3.85  0.86  -7.01
H  -5.38  3.48  -6.61
H  -5.40  2.49  -8.08
H  -3.91  3.28  -7.53
H  -5.60  3.77  -4.11
H  -5.86  2.44  -2.97
H  -6.18  2.18  -4.66
O  4.05  5.38  -5.09
C  3.72  4.23  -5.01
O  3.66  3.65  -3.80
C  3.10  2.35  -3.57
C  4.12  1.26  -3.82
C  3.44  3.41  -6.24
H  2.18  2.21  -4.15
H  2.80  2.33  -2.52
H  4.45  1.25  -4.86
H  3.69  0.28  -3.59
H  5.00  1.41  -3.20
H  4.38  3.03  -6.63
H  2.97  4.05  -6.98
H  2.76  2.58  -6.07
O  2.77  -1.63  5.33
C  1.86  -1.92  6.07
O  1.62  -1.17  7.14
C  0.46  -1.30  7.97
C  0.66  -2.37  9.03
C  1.04  -3.16  5.83
H  -0.43  -1.47  7.37
H  0.33  -0.34  8.46
H  0.82  -3.36  8.58
H  -0.21  -2.43  9.69
H  1.55  -2.15  9.63
H  1.56  -4.02  6.25
H  0.94  -3.29  4.75
H  0.03  -3.10  6.23
O  -5.56  -5.31  -6.12
C  -5.08  -5.14  -5.03
O  -4.09  -4.26  -4.87
C  -3.57  -3.86  -3.60
C  -2.51  -4.81  -3.10
C  -5.51  -5.98  -3.85
H  -4.38  -3.72  -2.88
H  -3.12  -2.88  -3.75
H  -2.91  -5.82  -2.94
H  -2.09  -4.46  -2.16
H  -1.70  -4.90  -3.83
H  -4.98  -6.93  -3.88
H  -6.58  -6.17  -3.94
H  -5.36  -5.50  -2.89
O  5.48  4.28  7.14
C  5.24  3.34  6.43
O  4.70  2.24  6.95
C  4.20  1.15  6.16
C  5.31  0.18  5.80
C  5.63  3.36  4.97
H  3.67  1.51  5.28
H  3.47  0.64  6.78
H  6.08  0.65  5.19
H  4.91  -0.67  5.25
H  5.80  -0.19  6.70
H  6.67  3.08  4.88
H  5.49  4.37  4.59
H  5.02  2.71  4.35

Here are the Löwdin charges for atoms 1 to 2, given in e: -0.1555 0.8966